1.
Here is C19H27NO7PS2Tc as an isolated structure from the Open Molecules 2025 dataset. Energies are from ωB97M-V/def2-TZVPD.

Last column: Löwdin charge in e.
Positions of all 58 atoms, in Å:
1 Tc -0.05756 -0.60030 1.20683  1.36
2 C 6.61731 -2.99806 -1.71497  -0.04
3 O 5.73172 -2.05944 -1.09957  -0.04
4 C 4.47721 -2.42400 -0.85334  -0.25
5 C 3.94521 -3.68783 -1.16447  0.02
6 C 2.63199 -3.94850 -0.86780  0.01
7 C 1.79052 -2.99748 -0.26124  -0.10
8 C 0.41963 -3.30504 0.00765  -0.31
9 C -0.16407 -4.65438 -0.26915  0.02
10 O -0.37736 -2.45922 0.47918  -0.15
11 C 2.36236 -1.74305 0.05107  -0.24
12 O 1.68375 -0.74487 0.67946  -0.24
13 C 3.67569 -1.45847 -0.24349  0.10
14 H 7.56807 -2.48493 -1.80704  0.10
15 H 6.25458 -3.27885 -2.70432  0.10
16 H 6.73623 -3.88333 -1.08949  0.10
17 H 4.54756 -4.45025 -1.63268  0.11
18 H 2.23836 -4.92374 -1.11778  0.12
19 H 0.33117 -5.40418 0.34992  0.11
20 H -0.02528 -4.93000 -1.31458  0.10
21 H -1.22372 -4.64142 -0.03563  0.10
22 H 4.08562 -0.48896 0.00070  0.15
23 C -0.59350 3.84323 -3.53731  -0.04
24 C -1.06098 2.49060 -3.05477  -0.46
25 C -2.07746 1.82785 -3.95419  -0.04
26 O -1.71962 2.69267 -1.75067  -0.33
27 P -1.02028 2.28030 -0.39660  -0.10
28 S 0.85529 2.58253 -0.22380  0.36
29 S -1.40382 0.16781 -0.38197  0.42
30 O -1.91814 2.91889 0.71586  -0.29
31 C -3.33741 3.31708 0.66754  -0.40
32 C -3.47459 4.64129 -0.04981  -0.04
33 C -4.21415 2.21415 0.11434  -0.06
34 H -0.11472 3.74038 -4.51186  0.09
35 H 0.12523 4.27099 -2.83992  0.07
36 H -1.44140 4.52208 -3.63807  0.09
37 H -0.20280 1.83569 -2.89173  0.11
38 H -2.94954 2.47033 -4.08134  0.09
39 H -2.40289 0.87249 -3.54203  0.08
40 H -1.63592 1.64794 -4.93461  0.09
41 H -3.55727 3.45105 1.72639  0.14
42 H -3.30967 4.52973 -1.11949  0.08
43 H -2.76403 5.36500 0.34689  0.09
44 H -4.48266 5.02712 0.10767  0.09
45 H -4.01891 2.04005 -0.94383  0.07
46 H -5.25841 2.50946 0.22073  0.09
47 H -4.06998 1.28565 0.66663  0.07
48 O -0.73831 -3.02000 4.18628  0.14
49 C -0.66509 -1.83216 4.23825  -0.44
50 C -0.76595 -0.93382 5.47309  -0.05
51 C -0.69439 0.51539 4.96208  -0.05
52 C -0.46025 0.31826 3.50289  -0.47
53 O -0.30459 1.11748 2.55823  -0.08
54 N -0.44043 -0.97527 3.13325  -0.01
55 H 0.06230 -1.18737 6.13362  0.13
56 H -1.68898 -1.16368 6.00098  0.13
57 H 0.11261 1.10568 5.39498  0.14
58 H -1.61831 1.07736 5.10301  0.14

Results
Electronic energy (eV): -69119.2313
Largest force on an atom (eV/Å): 0.61
Multiplicity: 2
Frontier orbital gap (spin up / spin down) (eV): 7.0 / 7.1
<S²>: 0.756
Net charge: +1

2.
Here is C19H28BBr26NO8S2 as an isolated structure from the Open Molecules 2025 dataset. Energies are from ωB97M-V/def2-TZVPD.

Last column: Löwdin charge in e.
Positions of all 85 atoms, in Å:
1 C 1.66509 4.45842 -1.06594  -0.13
2 C 0.31945 5.28194 -0.66276  -0.61
3 Br -0.44144 6.48426 -2.12598  0.58
4 C -0.35198 5.15676 0.65598  -0.45
5 Br -2.06912 6.25799 0.77707  0.68
6 C 0.17592 4.18175 1.91096  -0.30
7 C -0.06175 2.67762 1.36486  -0.11
8 C 0.33955 1.42643 2.32381  -0.18
9 C 0.25677 0.06294 1.35463  -0.18
10 C 1.72332 -0.06566 0.61953  -0.20
11 C 2.18213 -1.64689 0.33834  -0.28
12 N 1.18858 -2.40492 -0.52151  -0.10
13 O -0.99876 4.36739 2.84154  -0.28
14 S -0.69288 5.55746 4.06788  0.88
15 O -0.93178 5.18272 5.54799  -0.29
16 O -1.39935 6.92894 3.97707  -0.33
17 O 0.87182 5.91577 3.49716  -0.22
18 C 1.40427 4.66109 2.85227  -0.28
19 B 2.81144 5.27594 2.19471  -0.43
20 O 3.09656 6.75090 2.30459  0.04
21 O 3.83530 4.48415 1.48732  0.05
22 S 1.99188 3.73320 4.35283  0.80
23 C 3.51732 2.65517 4.10201  -0.15
24 O 0.95452 2.87170 5.09632  -0.36
25 O 2.44807 4.83476 5.39121  -0.33
26 H 1.38180 3.79069 -2.01488  0.10
27 H 2.07333 3.71016 -0.26620  0.06
28 H 2.47985 5.22231 -1.47058  0.10
29 H 0.40858 2.42951 0.30035  0.12
30 H -1.23947 2.57780 1.17897  0.17
31 H -0.49457 1.28598 3.14208  0.13
32 H 1.43234 1.42148 2.73780  0.08
33 H -0.51177 0.36037 0.49156  0.10
34 H -0.07466 -0.88712 1.95153  0.12
35 H 1.69589 0.50275 -0.42563  0.11
36 H 2.61421 0.40958 1.21650  0.09
37 H 3.22833 -1.56246 -0.22831  0.12
38 H 2.39749 -2.15358 1.38431  0.10
39 H 1.73995 -3.04577 -1.16879  0.01
40 H 0.73733 -1.68338 -1.14425  -0.03
41 H 3.45490 6.96311 1.37180  0.03
42 H 3.43559 3.54352 1.45794  0.10
43 H 3.53899 1.90399 5.02054  0.12
44 H 4.49929 3.29847 4.16879  0.11
45 H 3.49234 2.02923 3.08691  0.07
46 C -1.59782 -2.60102 -3.55790  -1.58
47 Br -1.65819 -1.96187 -5.39420  0.55
48 Br -0.12414 -3.83766 -3.26991  0.57
49 Br -1.57140 -1.13346 -2.28119  0.61
50 H -2.52306 -3.16002 -3.38334  -0.10
51 C 0.73770 -6.28321 1.37839  -1.58
52 Br 0.67732 -5.64405 -0.45792  0.55
53 Br 2.21138 -7.51984 1.66638  0.55
54 Br 0.76412 -4.81564 2.65510  0.53
55 H -0.18754 -6.84221 1.55294  -0.02
56 C 3.19928 -4.02344 6.36497  -1.60
57 Br 2.27877 -2.74755 5.22087  0.51
58 Br 4.17258 -5.35255 5.33052  0.55
59 Br 4.34416 -3.13638 7.66375  0.56
60 H 2.42966 -4.55915 6.93040  -0.02
61 C -4.73457 -5.09072 -6.11915  -1.57
62 Br -4.79495 -4.45156 -7.95546  0.56
63 Br -3.26090 -6.32735 -5.83116  0.55
64 Br -4.70815 -3.62316 -4.84244  0.59
65 H -5.65982 -5.64972 -5.94460  -0.02
66 C 6.92099 7.23354 0.84298  -1.58
67 Br 5.34827 7.53725 -0.26088  0.63
68 Br 8.53309 7.94257 0.01696  0.57
69 Br 6.67731 7.90813 2.65129  0.59
70 H 7.05215 6.14924 0.92121  -0.02
71 C -4.75169 -8.23373 -9.89074  -1.58
72 Br -4.90004 -9.08691 -11.63265  0.60
73 Br -6.43956 -8.26299 -8.92422  0.56
74 Br -3.30076 -8.98760 -8.83674  0.55
75 H -4.50396 -7.18225 -10.06979  -0.04
76 C -2.73278 3.36879 8.03237  -1.60
77 Br -3.34123 5.05027 8.79826  0.56
78 Br -1.77526 2.28515 9.33345  0.55
79 Br -4.18933 2.38305 7.20097  0.54
80 H -2.02122 3.61807 7.23829  -0.05
81 C -8.82299 -9.61076 -11.69471  -1.62
82 Br -8.83488 -11.26277 -12.72179  0.55
83 Br -9.45365 -8.10032 -12.74580  0.55
84 Br -9.80357 -9.79000 -10.02416  0.53
85 H -7.77997 -9.40469 -11.43268  -0.12

Results
Relative energy (zero: lowest compared OMol25 entry of this formula, charge and spin) (kJ/mol): 984.1
Electronic energy (eV): -1881466.1127
Largest force on an atom (eV/Å): 9.12
Frontier orbital gap (eV): 9.0
Net charge: 0